--- P ---
# C3H8OS2

The molecule C3H8OS2 (ωB97M-V/def2-TZVPD, the Open Molecules 2025 dataset).

HOMO level (eV): -8.6
Frontier orbital gap (eV): 9.06
LUMO level (eV): 0.4
SMILES: OCCCSS

Each line ends with the Mulliken charge.
Cartesian coordinates (Å):
S -0.19 1.76 1.70  -0.080
O -1.69 -0.73 -1.27  -0.502
H -1.96 -1.03 -0.39  0.308
S 0.81 0.60 3.08  -0.193
H 0.49 -0.66 2.75  0.146
H -0.05 -0.21 -2.30  0.343
C 0.27 1.19 0.03  -0.449
C 0.46 -0.32 -0.15  -0.408
H 0.01 -1.81 -1.66  0.304
H 1.17 1.73 -0.27  0.393
C -0.27 -0.78 -1.39  -0.709
H -0.03 -0.79 0.70  0.227
H 1.52 -0.54 -0.23  0.285
H -0.53 1.60 -0.60  0.334

=====

--- Q ---
# C3H8OS2

A cluster of 2 separate species, C3H8OS2 in total (ωB97M-V/def2-TZVPD, the Open Molecules 2025 dataset).

HOMO level (eV): -9.1
Frontier orbital gap (eV): 9.46
LUMO level (eV): 0.3
SMILES: C=CO.CSS

Each line ends with the Mulliken charge.
Cartesian coordinates (Å):
S 0.29 0.79 2.06  -0.097
C -1.66 -0.63 -1.38  0.034
O -1.19 -1.16 -0.21  -0.431
C -1.18 -0.82 -2.60  -0.621
H -2.55 0.00 -1.31  0.255
H 2.11 0.16 0.66  0.302
C 1.42 1.00 0.64  -0.723
H -1.56 -0.18 -3.38  0.238
H -0.34 -1.45 -2.85  0.274
H 0.82 0.97 -0.26  0.235
H -1.17 -0.46 0.45  0.251
S 1.66 0.57 3.59  -0.233
H 1.95 1.94 0.77  0.352
H 1.40 -0.73 3.82  0.167

=====

Least stable structure: Q

=====

--- P ---
# C3H8OS2

A cluster of 2 separate species, C3H8OS2 in total (ωB97M-V/def2-TZVPD, the Open Molecules 2025 dataset).

HOMO level (eV): -8.4
Frontier orbital gap (eV): 8.71
LUMO level (eV): 0.3
SMILES: CC=O.CSS

Each line ends with the Mulliken charge.
Cartesian coordinates (Å):
S 0.37 -0.26 1.04  0.036
O 0.31 1.58 -2.83  -0.492
H -0.41 0.40 -1.45  0.251
S -0.07 -2.12 0.15  -0.222
H 0.33 -1.72 -1.06  0.163
H -0.11 2.58 0.11  0.291
H 0.04 0.25 3.31  0.302
H -1.68 2.34 -0.68  0.260
C -0.14 1.44 -1.72  0.278
C -0.62 2.56 -0.84  -0.925
H -1.00 -1.13 2.79  0.314
C -0.01 -0.68 2.76  -0.920
H 0.73 -1.38 3.14  0.339
H -0.51 3.52 -1.34  0.324

=====

--- Q ---
# C3H8OS2

A cluster of 3 separate species, C3H8OS2 in total (ωB97M-V/def2-TZVPD, the Open Molecules 2025 dataset).

HOMO level (eV): -9.3
Frontier orbital gap (eV): 5.42
LUMO level (eV): -3.8

Each line ends with the Mulliken charge.
Cartesian coordinates (Å):
H -1.10 1.46 -0.15  0.277
H 1.03 -0.58 -1.37  0.281
S 3.95 -0.72 0.26  -0.209
C 1.01 -0.38 -0.31  0.148
H -0.82 -1.66 -0.19  0.245
H -1.58 0.23 -1.47  0.341
S -3.10 0.21 0.16  -0.168
C -1.48 0.38 -0.43  -0.729
H -0.49 -0.51 1.26  0.297
H 1.90 -0.90 0.13  -0.111
C -0.36 -0.58 0.18  -0.423
O 1.44 0.89 0.04  -0.406
H -2.81 1.49 1.80  0.104
H 2.44 0.69 0.09  0.351

=====

Least stable structure: Q

=====

--- P ---
# C9H16N

A cluster of 2 separate species, C9H16N in total (ωB97M-V/def2-TZVPD, the Open Molecules 2025 dataset).

HOMO level (eV): -12.8
Total charge: +1
Frontier orbital gap (eV): 9.70
LUMO level (eV): -3.1

Each line ends with the Mulliken charge.
Cartesian coordinates (Å):
H 2.08 0.17 2.25  0.313
C 1.19 -0.41 2.46  -0.325
H 1.53 -1.32 3.02  0.362
H 0.01 0.05 0.74  0.087
H 0.62 2.08 -1.46  0.411
H -1.84 2.57 -1.20  0.370
H -2.24 -1.10 -1.39  0.420
H -0.83 0.00 3.25  0.348
H 2.30 0.60 -2.49  0.393
H 0.02 1.46 3.03  0.372
H 1.70 -1.83 -2.90  0.393
C 1.01 -1.14 -2.42  -0.468
N 0.54 -0.76 1.16  -0.162
H -0.49 -2.67 -2.38  0.436
H 1.24 -1.03 0.46  0.366
C 0.19 0.41 3.26  -1.186
C -0.90 0.56 -1.36  0.199
C 1.32 0.23 -2.22  -0.671
H 0.67 0.59 4.23  0.345
H -3.01 1.37 -1.28  0.373
C 0.38 1.03 -1.61  -0.016
C -0.26 -1.65 -2.09  -0.583
C -1.99 1.53 -0.91  -1.260
C -1.21 -0.77 -1.57  -0.168
H -1.91 1.58 0.18  0.248
H -0.12 -1.54 1.26  0.404

=====

--- Q ---
# C9H16N

The ion C9H16N with charge +1 (ωB97M-V/def2-TZVPD, the Open Molecules 2025 dataset).

HOMO level (eV): -13.1
Total charge: +1
Frontier orbital gap (eV): 10.46
LUMO level (eV): -2.7
SMILES: C=C1[C@H]2C[C@H](C)[N@@H+](C)[C@@]12C

Each line ends with the Mulliken charge.
Cartesian coordinates (Å):
H 0.86 2.68 1.24  0.383
N 0.68 0.06 0.47  0.205
H -1.95 1.89 -0.54  0.399
H -0.30 2.34 -0.98  0.396
C 0.41 -0.68 -0.77  0.458
C -0.85 0.35 -1.56  -0.314
H 1.18 -1.80 -2.39  0.398
H 0.04 -1.49 1.73  0.370
H 0.27 1.78 2.65  0.408
H -1.59 -2.94 -0.47  0.274
H -0.81 0.50 -2.62  0.447
C 0.92 -0.86 1.61  -0.802
C 1.55 -1.27 -1.52  -1.533
C -1.87 -2.00 -0.90  -0.807
H -2.88 -1.91 -1.27  0.276
C -1.03 -1.00 -0.99  0.027
H 2.10 -1.98 -0.90  0.400
C -0.93 1.52 -0.62  -0.716
H -0.80 2.86 1.78  0.419
H 1.79 -1.48 1.41  0.330
C 0.01 2.14 1.66  -1.421
H 1.09 -0.29 2.52  0.346
H 2.25 -0.50 -1.86  0.343
C -0.45 1.02 0.75  -0.099
H 1.54 0.62 0.33  0.526
H -1.24 0.44 1.22  0.286

=====

Least stable structure: Q

=====

--- P ---
# C5H11N

The ion C5H11N with charge -1 (ωB97M-V/def2-TZVPD, the Open Molecules 2025 dataset).

HOMO level (spin up / spin down) (eV): 1.5 / -5.5
Total charge: -1
Frontier orbital gap (spin up / spin down) (eV): 2.74 / 9.65
LUMO level (spin up / spin down) (eV): 4.2 / 4.2
Multiplicity: 2

Each line ends with the Mulliken charge.
Cartesian coordinates (Å):
H 1.31 1.96 2.43  0.247
H 0.85 1.38 0.02  0.390
H 0.07 0.72 2.69  0.350
H -1.36 1.18 -1.51  0.373
H -0.51 -0.68 1.42  0.522
N 0.62 1.32 2.11  -0.397
C 0.19 -0.59 0.55  -2.568
H 0.72 -1.55 0.72  0.135
C -0.33 -0.67 -0.86  1.852
H -2.04 0.55 -0.06  0.204
H 1.10 -1.93 -1.83  0.805
H -0.14 -1.22 -2.88  0.563
H 2.04 0.36 0.92  0.155
C -1.57 0.23 -1.00  -3.061
H -2.17 -0.41 -1.68  0.718
C 1.01 0.69 0.84  -0.457
C 0.19 -1.34 -1.88  -0.830

=====

--- Q ---
# C5H11N

The ion C5H11N with charge -1 (ωB97M-V/def2-TZVPD, the Open Molecules 2025 dataset).

HOMO level (spin up / spin down) (eV): 1.4 / -4.2
Total charge: -1
Frontier orbital gap (spin up / spin down) (eV): 2.69 / 8.22
LUMO level (spin up / spin down) (eV): 4.0 / 4.0
Multiplicity: 2

Each line ends with the Mulliken charge.
Cartesian coordinates (Å):
H 0.13 2.70 -0.35  0.338
C 0.51 0.99 0.88  -0.158
H 0.91 0.52 1.77  0.328
C 0.06 0.07 0.01  0.585
H -1.44 -2.33 -0.46  0.544
N 0.23 -1.30 0.41  -0.215
H -1.61 -0.03 -1.29  0.218
C -0.57 0.29 -1.33  -2.993
H 0.05 -3.32 -0.11  1.107
H -0.41 2.87 1.35  0.336
H -0.04 -2.24 -1.46  0.417
H -0.53 1.33 -1.63  1.088
C -0.35 -2.36 -0.43  -3.006
H -0.06 -0.25 -2.12  0.537
H -0.22 -1.39 1.32  0.520
H 1.25 3.02 0.99  0.262
C 0.35 2.46 0.69  -0.910

=====

Least stable structure: P